Record 1
The following is a DFT calculation (the ωB97M-V functional and the def2-TZVPD basis) of a 9-piece molecular cluster, C21H59N17O10P overall.

As for the total charge: 0. The LUMO energy (spin up / spin down) is 0.1 / 0.1 eV. As for the spin multiplicity: 2. For the frontier orbital gap (spin up / spin down), the calculation gives 8.1 / 9.4 eV.

Atoms and positions in Å:
C  4.175  -6.708  -1.158
C  3.485  -5.707  -2.074
C  1.969  -5.631  -1.877
C  1.449  -4.418  -1.104
C  2.103  -3.038  -1.372
P  0.836  -1.837  -0.846
O  1.313  -0.449  -0.603
C  3.278  -2.864  -0.357
C  4.522  -2.051  -0.787
C  4.837  -1.118  0.389
C  5.759  -2.975  -0.933
N  4.320  -1.224  -1.991
O  4.023  0.007  -1.791
C  3.683  -1.857  -3.162
C  4.662  -2.709  -3.978
C  3.253  -0.729  -4.113
C  2.416  -2.709  -2.857
H  4.160  -6.397  -0.117
H  3.755  -7.697  -1.300
H  5.220  -6.764  -1.455
H  3.664  -6.065  -3.086
H  3.983  -4.747  -2.011
H  1.466  -5.681  -2.834
H  1.653  -6.520  -1.339
H  1.518  -4.606  -0.037
H  0.378  -4.341  -1.312
H  -0.219  -1.879  -1.786
H  0.282  -2.351  0.350
H  3.551  -3.858  -0.039
H  2.875  -2.387  0.532
H  3.955  -0.613  0.750
H  5.629  -0.424  0.136
H  5.190  -1.747  1.200
H  6.095  -3.076  -1.958
H  6.587  -2.536  -0.389
H  5.587  -3.942  -0.482
H  4.126  -3.037  -4.863
H  5.516  -2.125  -4.303
H  4.997  -3.594  -3.450
H  2.958  -1.194  -5.052
H  2.406  -0.187  -3.714
H  4.085  -0.067  -4.304
H  1.564  -2.167  -3.258
H  2.477  -3.588  -3.481
C  -2.292  1.547  -0.203
O  -3.284  2.023  0.334
N  -1.448  0.678  0.420
N  -1.922  1.849  -1.478
H  -0.645  0.299  -0.052
H  -1.642  0.426  1.371
H  -2.487  2.496  -1.998
H  -1.101  1.472  -1.911
C  -6.603  3.338  3.181
O  -7.596  3.816  3.716
N  -5.778  2.462  3.821
N  -6.246  3.641  1.904
H  -4.962  2.062  3.395
H  -6.010  2.217  4.765
H  -6.835  4.280  1.407
H  -5.437  3.261  1.440
C  0.002  3.640  -4.201
O  -0.958  4.008  -3.548
N  0.178  4.002  -5.509
N  0.985  2.846  -3.676
H  0.963  3.717  -6.063
H  -0.523  4.589  -5.920
H  0.906  2.588  -2.709
H  1.788  2.539  -4.192
C  4.667  0.095  4.179
O  4.463  -0.860  3.453
N  3.887  0.377  5.264
N  5.702  0.967  3.958
H  4.040  1.166  5.863
H  3.117  -0.243  5.467
H  6.288  0.789  3.163
H  5.889  1.765  4.533
C  3.224  -2.078  7.958
O  2.414  -1.615  7.173
N  4.418  -1.470  8.223
N  2.998  -3.246  8.629
H  5.098  -1.837  8.862
H  4.620  -0.622  7.728
H  2.130  -3.716  8.451
H  3.648  -3.648  9.277
C  -8.531  7.703  2.246
O  -8.538  8.041  3.418
N  -8.650  8.613  1.228
N  -8.417  6.404  1.849
H  -8.658  8.364  0.257
H  -8.731  9.580  1.484
H  -8.327  5.703  2.574
H  -8.422  6.119  0.888
C  -12.799  8.677  3.377
O  -13.921  9.104  3.161
N  -12.526  7.801  4.390
N  -11.716  9.035  2.628
H  -11.607  7.446  4.581
H  -13.294  7.511  4.966
H  -11.871  9.677  1.874
H  -10.789  8.686  2.798
C  1.298  -4.968  -6.012
O  0.953  -4.777  -4.858
N  1.270  -3.978  -6.953
N  1.740  -6.184  -6.451
H  1.547  -4.109  -7.907
H  0.945  -3.075  -6.658
H  1.769  -6.930  -5.781
H  2.028  -6.363  -7.394

These are the Löwdin partial charges, in e, on atoms 1 to 6: number 1, C, carries -0.104; number 2, C, carries -0.255; number 3, C, carries -0.182; number 4, C, carries -0.192; number 5, C, carries -0.477; number 6, P, carries 0.743



Record 2
The following is a DFT calculation (the ωB97M-V functional and the def2-TZVPD basis) of C21H60AsF6O9 as an isolated structure.

As for the total charge: -1. The LUMO energy is 2.5 eV. For the frontier orbital gap, the calculation gives 10.0 eV.

Atoms and positions in Å:
As  6.352  -7.593  23.697
F  5.930  -8.408  22.284
F  4.932  -8.341  24.480
F  6.688  -6.660  25.259
F  7.806  -6.922  22.872
F  5.341  -6.214  23.153
F  7.324  -8.915  24.379
C  9.132  -3.772  20.234
C  9.971  -4.270  21.459
C  9.432  -3.895  22.856
O  10.104  -5.696  21.493
H  8.074  -3.901  20.462
H  9.424  -4.367  19.368
H  9.214  -2.703  20.040
H  10.985  -3.883  21.367
H  8.529  -4.461  23.084
H  9.132  -2.849  22.922
H  10.238  -4.032  23.577
H  9.277  -6.068  21.806
C  8.265  -13.635  25.629
C  9.208  -12.472  26.020
C  9.618  -11.699  24.677
O  8.576  -11.556  26.863
H  8.841  -14.486  25.265
H  7.554  -13.326  24.864
H  7.579  -14.034  26.377
H  10.125  -12.904  26.421
H  8.690  -11.273  24.293
H  10.014  -12.374  23.918
H  10.367  -10.938  24.894
H  7.830  -11.334  26.300
C  7.801  -10.243  17.796
C  8.539  -9.215  18.608
C  8.175  -9.143  20.115
O  9.948  -9.378  18.447
H  8.292  -11.206  17.934
H  8.067  -10.074  16.752
H  6.717  -10.226  17.903
H  8.320  -8.240  18.174
H  8.524  -10.007  20.680
H  7.121  -9.095  20.391
H  8.644  -8.294  20.612
H  10.379  -8.621  18.850
C  5.786  -0.632  22.612
C  5.409  -2.102  22.583
C  5.426  -2.806  23.969
O  4.096  -2.221  22.074
H  5.152  -0.029  23.262
H  5.584  -0.134  21.664
H  6.797  -0.546  23.011
H  6.186  -2.599  22.003
H  6.039  -2.189  24.625
H  5.749  -3.847  24.011
H  4.462  -2.614  24.439
H  3.967  -3.137  21.818
C  4.686  -4.672  27.824
C  4.765  -6.115  28.198
C  3.739  -6.324  29.292
O  4.367  -6.983  27.166
H  5.500  -4.311  27.196
H  4.797  -4.023  28.692
H  3.687  -4.325  27.559
H  5.798  -6.389  28.414
H  3.686  -5.493  29.995
H  3.971  -7.172  29.937
H  2.732  -6.578  28.962
H  5.104  -7.003  26.552
C  0.380  -8.938  24.660
C  1.529  -7.994  24.992
C  1.482  -6.645  24.289
O  1.393  -7.724  26.370
H  -0.600  -8.469  24.744
H  0.419  -9.918  25.136
H  0.504  -9.211  23.612
H  2.442  -8.585  24.908
H  0.591  -6.073  24.546
H  1.439  -6.615  23.200
H  2.324  -5.998  24.537
H  2.253  -7.417  26.667
C  5.034  -10.405  26.751
O  5.678  -10.888  25.619
H  4.549  -11.261  27.221
H  5.833  -10.105  27.429
H  4.282  -9.637  26.572
H  5.784  -10.095  25.088
C  6.098  -11.765  22.275
O  5.715  -13.036  22.830
H  7.122  -11.554  22.584
H  6.092  -11.768  21.185
H  5.430  -10.991  22.654
H  5.402  -12.877  23.724
C  4.831  -5.187  19.957
O  4.172  -5.006  21.241
H  5.074  -6.249  19.919
H  4.096  -4.868  19.218
H  5.710  -4.542  19.969
H  4.670  -5.463  21.923

These are the Löwdin partial charges, in e, on atoms 1 to 6: number 1, As, carries 0.917; number 2, F, carries -0.212; number 3, F, carries -0.253; number 4, F, carries -0.286; number 5, F, carries -0.262; number 6, F, carries -0.260



Record 3
The following is a DFT calculation (the ωB97M-V functional and the def2-TZVPD basis) of a 11-piece molecular cluster, C21H60F3O13S11 overall.

As for the total charge: -1. The LUMO energy is 1.5 eV. For the frontier orbital gap, the calculation gives 7.4 eV.

Atoms and positions in Å:
C  2.069  12.432  -16.477
F  1.980  11.759  -17.610
F  1.196  13.442  -16.719
F  1.623  11.817  -15.442
S  3.743  13.147  -16.439
O  3.526  14.603  -16.453
O  4.165  12.690  -15.109
O  4.351  12.553  -17.593
C  6.200  12.962  -12.836
S  7.314  11.900  -12.018
O  7.044  12.072  -10.514
C  6.309  10.411  -12.373
H  6.691  13.916  -12.750
H  5.184  12.844  -12.449
H  6.094  12.705  -13.923
H  6.422  10.181  -13.438
H  5.250  10.571  -12.089
H  6.844  9.557  -11.924
C  8.877  10.029  -17.366
S  8.257  10.026  -15.678
O  9.096  11.158  -14.982
C  6.766  10.866  -16.244
H  9.261  10.918  -17.887
H  8.343  9.582  -18.126
H  9.823  9.445  -17.133
H  6.112  10.270  -16.864
H  7.016  11.644  -16.991
H  6.138  11.168  -15.425
C  9.131  13.920  -21.582
S  8.267  14.409  -20.096
O  7.074  15.294  -20.486
C  7.644  12.784  -19.783
H  9.608  14.857  -21.804
H  8.562  13.611  -22.434
H  9.796  13.043  -21.404
H  8.413  12.114  -19.543
H  7.261  12.442  -20.747
H  6.832  12.946  -19.021
C  4.078  16.882  -14.292
S  3.568  15.336  -13.616
O  3.709  15.526  -12.116
C  1.783  15.625  -13.862
H  4.157  16.844  -15.359
H  5.027  17.117  -13.881
H  3.482  17.715  -14.042
H  1.717  15.612  -14.916
H  1.736  16.571  -13.377
H  1.249  14.782  -13.411
C  0.376  9.113  -18.120
S  0.266  9.010  -19.817
O  -1.095  8.378  -20.061
C  0.380  10.703  -20.285
H  1.370  9.516  -17.844
H  0.433  8.083  -17.651
H  -0.234  9.892  -17.664
H  0.967  11.328  -19.584
H  -0.578  11.199  -20.313
H  0.973  10.823  -21.209
C  1.958  7.881  -14.078
S  2.323  9.420  -13.306
O  2.905  9.021  -11.950
C  3.651  9.629  -14.332
H  0.957  7.619  -13.647
H  2.776  7.200  -14.022
H  1.789  7.887  -15.147
H  3.447  9.700  -15.464
H  4.332  8.912  -13.971
H  3.922  10.612  -14.073
C  1.245  17.427  -19.812
S  1.527  16.532  -18.362
O  1.070  17.544  -17.345
C  0.035  15.541  -18.486
H  0.873  16.713  -20.495
H  2.134  17.852  -20.116
H  0.495  18.223  -19.734
H  -0.525  15.471  -17.615
H  0.359  14.508  -18.740
H  -0.652  15.968  -19.226
C  0.424  12.441  -12.185
S  -1.079  13.177  -11.479
O  -1.271  14.411  -12.252
C  -2.285  12.085  -12.227
H  0.686  11.373  -12.144
H  1.260  12.838  -11.740
H  0.442  12.699  -13.298
H  -2.097  11.014  -11.958
H  -2.185  12.034  -13.250
H  -3.210  12.264  -11.866
C  6.627  14.750  -16.141
S  8.361  14.806  -15.962
O  9.010  15.138  -17.278
C  8.373  16.173  -14.835
H  6.391  14.344  -17.152
H  6.066  15.683  -15.984
H  6.193  14.112  -15.400
H  7.900  15.773  -13.955
H  8.022  17.101  -15.126
H  9.380  16.375  -14.463
C  4.478  14.735  -21.782
S  4.075  13.843  -20.261
O  2.720  14.290  -19.836
C  4.076  12.212  -20.911
H  3.770  14.665  -22.636
H  5.491  14.576  -22.154
H  4.512  15.735  -21.442
H  3.380  12.136  -21.678
H  3.773  11.545  -20.133
H  5.098  11.851  -21.131

These are the Löwdin partial charges, in e, on atoms 1 to 6: number 1, C, carries -0.691; number 2, F, carries 0.090; number 3, F, carries 0.087; number 4, F, carries 0.175; number 5, S, carries 0.472; number 6, O, carries -0.338



Record 4
The following is a DFT calculation (the ωB97M-V functional and the def2-TZVPD basis) of C21H61N3O10 as an isolated structure.

As for the total charge: 0. The LUMO energy is 0.3 eV. For the frontier orbital gap, the calculation gives 7.7 eV.

Atoms and positions in Å:
C  0.615  0.185  -6.523
O  1.496  -0.432  -5.616
C  0.843  -1.257  -4.636
C  0.210  -0.483  -3.445
N  -0.377  -1.431  -2.556
C  -1.021  -0.757  -1.443
C  -2.003  -1.751  -0.750
O  -3.220  -1.859  -1.550
C  -4.291  -2.650  -0.988
H  -0.109  -0.459  -7.023
H  1.153  0.740  -7.292
H  0.047  0.929  -5.964
H  1.589  -1.972  -4.288
H  0.064  -1.802  -5.169
H  -0.517  0.135  -3.972
H  0.963  0.146  -2.970
H  -1.147  -1.905  -3.006
H  -1.589  0.073  -1.864
H  -0.325  -0.384  -0.692
H  -2.335  -1.485  0.254
H  -1.423  -2.669  -0.654
H  -4.728  -2.162  -0.117
H  -3.896  -3.600  -0.630
H  -5.039  -2.794  -1.767
C  0.572  -3.188  2.621
O  1.834  -2.557  2.354
C  1.659  -1.170  2.321
C  3.044  -0.712  1.927
N  2.981  0.767  1.816
C  4.369  1.297  1.791
C  5.283  0.744  0.695
O  4.560  0.427  -0.461
C  4.108  1.615  -1.126
H  0.724  -4.264  2.545
H  -0.197  -2.904  1.903
H  0.222  -3.051  3.644
H  1.417  -0.867  3.340
H  0.954  -0.748  1.605
H  3.376  -1.151  0.986
H  3.743  -1.070  2.682
H  2.509  1.063  0.974
H  4.835  1.087  2.754
H  4.340  2.383  1.693
H  5.723  -0.193  1.038
H  6.001  1.507  0.396
H  3.669  1.326  -2.082
H  4.888  2.351  -1.317
H  3.374  2.219  -0.592
C  -0.652  -0.114  1.281
O  -1.785  0.031  0.399
H  0.268  0.302  0.871
H  -0.823  0.431  2.209
H  -0.592  -1.171  1.542
H  -1.777  0.927  0.055
C  -2.508  2.159  -0.285
O  -1.173  1.867  -0.025
H  -2.974  2.735  0.515
H  -2.641  2.642  -1.252
H  -3.022  1.200  -0.352
H  -0.676  2.684  0.060
C  -2.568  1.057  2.665
O  -3.398  1.578  3.723
H  -2.746  0.008  2.430
H  -2.567  1.711  1.793
H  -1.569  1.059  3.101
H  -4.308  1.505  3.425
C  -2.121  -2.759  0.671
O  -2.278  -3.507  1.841
H  -1.174  -2.220  0.662
H  -2.303  -3.244  -0.288
H  -2.769  -1.882  0.669
H  -1.662  -4.227  1.686
C  -3.782  -0.473  0.775
O  -4.651  -0.592  1.896
H  -3.843  0.572  0.473
H  -2.761  -0.753  1.035
H  -4.208  -1.146  0.031
H  -4.506  -1.402  2.389
C  0.787  2.347  2.276
C  1.717  2.776  1.072
C  1.464  1.997  -0.274
O  1.673  0.593  -0.095
C  1.234  -0.156  -1.222
N  1.535  4.177  0.843
H  0.940  1.303  2.550
H  -0.254  2.432  1.962
H  0.937  2.949  3.172
H  2.730  2.701  1.467
H  2.123  2.371  -1.058
H  0.469  2.171  -0.681
H  1.735  0.068  -2.163
H  0.172  0.005  -1.409
H  1.350  -1.235  -1.122
H  1.852  4.657  1.673
H  2.158  4.598  0.168

These are the Löwdin partial charges, in e, on atoms 1 to 6: number 1, C, carries -0.130; number 2, O, carries -0.188; number 3, C, carries -0.173; number 4, C, carries -0.231; number 5, N, carries -0.017; number 6, C, carries -0.204



Here are the calculated energy relative to the best compared isomer or geometry (same formula, charge and spin) numbers, same order: 20.1 326.7 520.1 3322.9 (kJ/mol).
Here are the calculated M numbers, same order: 740.79 645.61 930.43 515.73 (g/mol).